(1)
{"formula": "C3H5NO2", "method": "ωB97M-V with the def2-TZVPD basis set", "lumo_ev": 0.708, "relative_energy_kj_mol": 89.4, "total_charge": 0, "smiles": "C=CNC(=O)O", "symbols": ["C", "C", "N", "C", "O", "O", "H", "H", "H", "H", "H"], "positions_angstrom": [[-1.33, 0.76, -0.02], [-0.82, -0.35, 0.55], [0.54, -0.64, 0.64], [1.59, -0.20, -0.29], [2.76, -0.37, -0.06], [1.08, 0.39, -1.38], [-0.73, 1.64, -0.19], [-2.40, 0.86, -0.15], [-1.50, -1.09, 0.98], [0.76, -1.40, 1.27], [0.04, 0.39, -1.35]]}

***

(2)
{"formula": "C39H35BF3LiN7O4", "method": "ωB97M-V with the def2-TZVPD basis set", "lumo_ev": 2.298, "relative_energy_kj_mol": 73.7, "total_charge": -1, "symbols": ["Li", "C", "O", "C", "N", "C", "C", "C", "C", "C", "C", "C", "C", "C", "C", "C", "C", "N", "C", "N", "C", "C", "O", "C", "C", "C", "C", "C", "C", "H", "H", "H", "H", "H", "H", "H", "H", "H", "H", "H", "H", "H", "H", "H", "H", "H", "H", "H", "F", "C", "F", "F", "C", "C", "C", "N", "C", "C", "H", "H", "H", "H", "N", "C", "C", "C", "N", "C", "N", "C", "C", "C", "O", "B", "O", "C", "C", "C", "H", "H", "H", "H", "H", "H", "H", "H", "H", "H", "H", "H"], "positions_angstrom": [[0.10, 0.76, 0.70], [1.74, 4.13, -2.40], [2.49, 3.06, -1.77], [2.18, 3.12, -0.45], [1.40, 4.03, -0.05], [0.97, 4.79, -1.24], [-0.55, 4.83, -1.35], [-1.26, 5.21, -0.21], [-2.65, 5.25, -0.23], [-3.34, 4.91, -1.39], [-2.64, 4.53, -2.52], [-1.25, 4.50, -2.50], [2.83, 2.12, 0.46], [4.15, 2.27, 0.80], [4.67, 1.41, 1.77], [3.87, 0.44, 2.32], [2.54, 0.31, 1.88], [2.03, 1.16, 0.96], [1.70, -0.77, 2.31], [0.32, -0.82, 1.82], [-0.52, -0.92, 3.01], [0.42, -1.48, 4.10], [1.74, -1.10, 3.70], [-1.79, -1.70, 2.78], [-2.54, -2.16, 3.86], [-3.75, -2.80, 3.66], [-4.23, -3.01, 2.37], [-3.48, -2.56, 1.29], [-2.27, -1.91, 1.50], [1.11, 3.69, -3.16], [2.45, 4.81, -2.87], [1.31, 5.82, -1.10], [-0.72, 5.44, 0.70], [-3.19, 5.53, 0.66], [-4.42, 4.92, -1.40], [-3.17, 4.24, -3.42], [-0.72, 4.20, -3.40], [4.75, 3.05, 0.35], [5.70, 1.52, 2.09], [4.23, -0.23, 3.09], [-0.81, 0.10, 3.30], [0.34, -2.56, 4.16], [0.22, -1.04, 5.08], [-2.18, -2.00, 4.88], [-4.33, -3.13, 4.51], [-5.19, -3.49, 2.22], [-3.85, -2.71, 0.28], [-1.70, -1.54, 0.65], [0.07, 0.25, -6.35], [0.54, 1.25, -5.58], [1.86, 1.37, -5.84], [-0.06, 2.39, -5.99], [0.29, 0.99, -4.12], [1.23, 0.35, -3.35], [0.95, 0.13, -2.01], [-0.20, 0.53, -1.44], [-1.10, 1.14, -2.20], [-0.91, 1.39, -3.55], [2.18, 0.03, -3.77], [1.64, -0.41, -1.37], [-2.02, 1.45, -1.71], [-1.68, 1.88, -4.14], [-1.62, 1.57, 1.03], [-2.77, 1.49, 0.99], [-4.17, 1.44, 0.88], [-4.73, 1.44, -0.42], [-5.17, 1.48, -1.49], [-5.00, 1.39, 2.03], [-5.68, 1.36, 2.96], [3.01, -4.43, 1.49], [1.57, -4.23, 1.01], [0.82, -5.56, 1.09], [0.94, -3.31, 1.89], [1.09, -2.01, 1.33], [1.49, -2.14, -0.05], [1.49, -3.52, -0.38], [2.67, -3.81, -1.30], [0.19, -3.83, -1.12], [2.98, -4.65, 2.55], [3.58, -3.51, 1.36], [3.51, -5.24, 0.96], [0.95, -5.96, 2.10], [1.21, -6.28, 0.37], [-0.24, -5.41, 0.92], [3.60, -3.48, -0.85], [2.53, -3.26, -2.23], [2.73, -4.87, -1.52], [-0.67, -3.60, -0.49], [0.13, -4.88, -1.42], [0.13, -3.20, -2.01]]}

***

(3)
{"formula": "C6H13N", "method": "ωB97M-V with the def2-TZVPD basis set", "lumo_ev": 1.072, "relative_energy_kj_mol": 65.8, "total_charge": 0, "smiles": "CCC(=CN)CC", "symbols": ["C", "C", "C", "C", "N", "C", "C", "H", "H", "H", "H", "H", "H", "H", "H", "H", "H", "H", "H", "H"], "positions_angstrom": [[-1.54, -0.54, -1.74], [-1.10, 0.50, -0.69], [0.09, 0.13, 0.16], [0.86, 1.12, 0.62], [0.76, 2.47, 0.29], [0.00, -1.16, 0.97], [1.03, -2.20, 0.60], [-0.67, -1.15, -2.00], [-1.88, -0.05, -2.64], [-2.28, -1.23, -1.32], [-1.94, 0.81, -0.06], [-0.86, 1.41, -1.24], [1.56, 0.95, 1.43], [-0.12, 2.93, 0.14], [1.54, 3.06, 0.52], [-1.01, -1.57, 0.87], [0.10, -0.91, 2.03], [0.99, -2.54, -0.44], [2.06, -1.86, 0.76], [0.97, -3.13, 1.19]]}

***

(4)
{"formula": "CH4O2S", "method": "ωB97M-V with the def2-TZVPD basis set", "lumo_ev": 0.793, "relative_energy_kj_mol": 10.3, "total_charge": 0, "smiles": "O=CO.S", "symbols": ["O", "C", "O", "H", "H", "S", "H", "H"], "positions_angstrom": [[-0.15, -0.63, -2.49], [-0.45, -1.15, -3.52], [-1.21, -0.58, -4.47], [-0.15, -2.15, -3.84], [-1.43, 0.31, -4.13], [0.88, 1.14, 4.67], [0.98, 0.11, 3.83], [1.13, 0.39, 5.75]]}

***

(5)
{"formula": "C30H28B2F2N6Tc", "method": "ωB97M-V with the def2-TZVPD basis set", "lumo_ev": [-6.067, -9.425], "relative_energy_kj_mol": 197.7, "total_charge": 2, "multiplicity": 4, "symbols": ["Tc", "C", "C", "C", "C", "N", "N", "B", "N", "N", "C", "C", "C", "C", "C", "C", "C", "C", "C", "C", "N", "N", "C", "C", "C", "C", "C", "C", "C", "C", "C", "C", "C", "C", "C", "C", "C", "C", "H", "H", "H", "H", "H", "H", "H", "H", "H", "H", "H", "H", "H", "H", "H", "H", "H", "H", "H", "H", "H", "H", "H", "H", "H", "H", "H", "H", "F", "B", "F"], "positions_angstrom": [[-0.26, 0.23, 0.77], [5.19, -0.07, 0.77], [3.81, 0.00, 1.32], [3.39, 0.02, 2.65], [2.00, 0.15, 2.60], [1.63, 0.18, 1.31], [2.72, 0.11, 0.53], [2.45, 0.22, -0.97], [1.59, 1.45, -1.31], [0.36, 1.58, -0.74], [-0.28, 2.57, -1.36], [0.56, 3.14, -2.31], [1.74, 2.41, -2.26], [2.98, 2.55, -3.07], [-1.71, 2.78, -1.08], [-2.32, 2.26, 0.07], [-3.68, 2.33, 0.26], [-4.47, 2.97, -0.69], [-3.89, 3.51, -1.83], [-2.52, 3.41, -2.03], [1.52, -1.06, -1.33], [0.29, -1.22, -0.85], [-0.18, -2.38, -1.37], [0.84, -2.98, -2.17], [1.89, -2.10, -2.15], [3.20, -2.18, -2.85], [-1.51, -2.86, -1.23], [-2.60, -1.99, -0.96], [-3.87, -2.49, -0.83], [-4.08, -3.87, -0.96], [-3.02, -4.75, -1.25], [-1.76, -4.25, -1.41], [0.87, 0.34, 3.52], [0.75, -0.32, 4.73], [-0.41, -0.16, 5.48], [-1.47, 0.63, 5.04], [-1.36, 1.30, 3.83], [-0.20, 1.15, 3.06], [5.91, -0.13, 1.58], [5.31, -0.94, 0.13], [5.42, 0.82, 0.17], [4.02, -0.01, 3.52], [3.44, 0.16, -1.62], [0.36, 3.97, -2.96], [2.87, 3.38, -3.76], [3.84, 2.75, -2.43], [3.19, 1.65, -3.64], [-1.72, 1.88, 0.91], [-4.13, 1.93, 1.16], [-5.54, 3.05, -0.54], [-4.50, 4.00, -2.57], [-2.08, 3.80, -2.93], [0.76, -3.89, -2.73], [3.24, -3.10, -3.43], [3.33, -1.34, -3.53], [4.02, -2.18, -2.14], [-2.43, -0.92, -0.92], [-4.70, -1.84, -0.63], [-5.08, -4.27, -0.85], [-3.21, -5.81, -1.35], [-0.93, -4.92, -1.62], [1.54, -0.96, 5.08], [-0.50, -0.68, 6.43], [-2.36, 0.73, 5.64], [-2.15, 1.96, 3.50], [0.01, 1.92, 2.30], [-1.42, -1.98, 2.67], [-1.69, -0.98, 1.84], [-2.98, -0.64, 1.74]]}